The following is a quantum chemistry calculation of a structure of composition C31H23BrN4O4RhS in a non-equilibrium geometry, from the OMol25 dataset.

Geometry (Å):
Rh: 0.613 -0.168 -0.284
C: -0.941 1.735 -3.960
O: -0.545 0.340 -4.182
C: -0.174 -0.103 -3.002
N: -0.341 0.640 -1.961
C: -1.016 1.887 -2.430
C: -0.492 3.207 -1.941
C: 0.863 3.455 -1.783
C: 1.296 4.693 -1.338
C: 0.377 5.697 -1.078
C: -0.977 5.462 -1.265
C: -1.411 4.218 -1.691
C: 0.394 -1.462 -2.864
C: 0.433 -2.480 -3.802
C: 0.952 -3.711 -3.406
C: 1.391 -3.915 -2.101
C: 1.309 -2.844 -1.225
N: 0.847 -1.659 -1.624
C: 1.715 -2.770 0.198
N: 1.627 -1.645 0.827
C: 2.311 -1.815 2.132
C: 2.684 -3.321 2.109
O: 2.272 -3.800 0.785
C: 1.529 -1.447 3.365
C: 2.257 -1.251 4.536
C: 1.616 -0.886 5.705
C: 0.240 -0.705 5.715
C: -0.490 -0.915 4.558
C: 0.152 -1.292 3.390
H: -1.889 1.883 -4.469
H: -0.166 2.362 -4.403
H: -2.051 1.780 -2.085
H: 1.587 2.690 -2.018
H: 2.351 4.872 -1.190
H: 0.715 6.663 -0.733
H: -1.697 6.241 -1.059
H: -2.470 4.031 -1.811
H: 0.071 -2.309 -4.804
H: 0.999 -4.522 -4.117
H: 1.769 -4.868 -1.766
H: 3.207 -1.190 2.085
H: 2.137 -3.904 2.848
H: 3.752 -3.513 2.184
H: 3.333 -1.357 4.530
H: 2.192 -0.725 6.604
H: -0.258 -0.396 6.622
H: -1.561 -0.779 4.560
H: -0.442 -1.472 2.502
S: 2.655 0.822 -0.377
C: 2.651 1.225 1.266
N: 2.575 1.421 2.400
Br: -1.969 -3.673 -0.591
C: -2.582 -1.891 -0.418
C: -3.837 -1.548 -0.890
C: -4.289 -0.246 -0.701
C: -3.502 0.690 -0.054
C: -2.230 0.347 0.395
C: -1.782 -0.956 0.219
C: -1.375 1.409 1.044
O: -1.880 2.335 1.631
O: -0.082 1.303 0.862
H: -4.460 -2.289 -1.369
H: -5.272 0.027 -1.056
H: -3.850 1.700 0.117
H: -0.843 -1.304 0.658

Properties
HOMO energy ... -11.45 eV
Net charge ... +1
Orbital gap ... 0.2525 Eh
ΔE to the lowest compared entry with this formula, charge and spin ... 29.9 kcal per mole